[1]
The following is a quantum chemistry calculation of a cluster of 2 separate species, C2H4P2 in total at a distorted geometry, from the Open Molecules 2025 dataset.

Summary:
Molar mass   90.00 g/mol
E_LUMO (alpha / beta)   0.2 / -1.3 eV
Highest occupied orbital energy (alpha / beta)   -9.10 / -6.87 eV
DFT total energy   -20711.127 eV
ΔE to the lowest compared entry with this formula, charge and spin   84.71 kcal/mol
Charge   0
Orbital gap (alpha / beta)   0.342 / 0.203 Eh

Each line ends with the Mulliken charge.
Geometry (Å):
C: 1.86410 0.80082 -0.01796  -0.2949
C: 1.26424 0.86855 1.17948  -0.3339
P: 2.72961 -0.21777 1.19114  -0.1218
P: -2.81397 -0.63587 -0.89981  -0.0797
H: 1.68145 1.12650 -1.08683  0.3332
H: 0.60894 1.18755 1.91242  0.4159
H: -1.99813 -1.62145 -0.37856  0.0355
H: -3.33624 -1.50832 -1.89989  0.0457

=====

[2]
The following is a quantum chemistry calculation of a structure of composition C52H92BeF12NO29 at a distorted geometry, from the Open Molecules 2025 dataset.

Summary:
Molar mass   1432.27 g/mol
E_LUMO   1.1 eV
Highest occupied orbital energy   -4.37 eV
DFT total energy   -149288.575 eV
Charge   -1
Orbital gap   0.202 Eh

Each line ends with the Mulliken charge.
Geometry (Å):
Be: -28.77094 -3.56080 -9.64812  1.5241
C: -23.77613 2.76616 -11.24946  -0.3760
O: -25.10550 2.68659 -10.68403  -0.0634
O: -23.25693 3.93264 -11.09660  -0.9048
C: -22.88770 1.59741 -10.77914  0.8038
F: -23.52799 0.39232 -10.91704  -0.2251
F: -21.69409 1.45508 -11.38774  -0.3171
F: -22.59641 1.70579 -9.44257  -0.2507
C: -25.26620 2.66785 -9.30382  0.0624
C: -26.70761 3.01564 -9.00893  0.5054
H: -26.86736 4.09500 -9.13690  0.7224
H: -27.37338 2.55070 -9.73688  -0.7818
H: -27.07019 2.86504 -7.99247  -0.7026
H: -24.63627 3.42956 -8.83137  0.5657
H: -25.02924 1.68649 -8.87624  -0.2592
H: -23.92782 2.52753 -12.32958  0.0953
C: -27.39042 -1.98388 -7.21228  0.9088
O: -28.38453 -1.23817 -7.97505  2.7845
O: -27.45060 -3.21614 -7.66970  -0.9505
C: -25.99754 -1.29672 -7.30008  -1.5346
F: -24.99256 -2.07309 -6.78907  0.0099
F: -25.58951 -0.88558 -8.49254  -0.1624
F: -25.98970 -0.19373 -6.48870  0.1728
C: -28.75576 0.04789 -7.52999  1.0462
C: -29.81858 0.63087 -8.44722  0.1292
H: -30.61239 -0.10989 -8.57192  -0.6285
H: -30.24704 1.48218 -7.91325  0.3577
H: -29.42755 0.86651 -9.43044  -0.7791
H: -27.92188 0.75359 -7.47253  -0.7066
H: -29.15514 0.04477 -6.50135  -0.8569
H: -27.76272 -1.83069 -6.17544  -0.7890
N: -31.00110 -1.36328 -11.37239  0.3854
O: -30.13979 -1.88277 -10.56272  -0.3811
O: -32.07383 -1.94752 -11.57237  -0.5653
O: -30.71689 -0.28599 -11.93204  -0.4888
C: -21.77937 -2.22410 -4.46494  -0.8357
O: -22.58846 -1.07693 -4.38541  -0.1235
C: -22.56896 -0.25556 -5.55579  0.5739
C: -23.25881 1.03143 -5.18749  0.4257
O: -22.40026 1.85256 -4.42793  -0.6277
C: -22.96068 3.13620 -4.23935  -0.3497
H: -21.80068 -2.66975 -3.46576  0.2469
H: -20.73262 -1.98962 -4.68081  0.3780
H: -22.22458 -2.98211 -5.11689  0.1330
H: -23.03404 -0.64982 -6.45940  -0.8080
H: -21.51240 -0.00899 -5.73229  0.5599
H: -24.18077 0.84068 -4.62102  -0.3426
H: -23.60121 1.56550 -6.08701  0.4135
H: -23.35193 3.53611 -5.18236  0.2422
H: -22.22586 3.79546 -3.78960  0.3313
H: -23.81202 3.02001 -3.55172  -0.0889
C: -25.73049 -1.73426 -3.15536  -0.3294
O: -26.14682 -0.80621 -2.16065  -0.5752
C: -25.55728 0.45959 -2.28017  0.5475
C: -25.98537 1.32353 -1.10438  -0.4324
O: -25.13741 2.40788 -0.92117  -0.2739
C: -25.40593 3.16581 0.21551  -0.7713
H: -26.25116 -2.66256 -2.94346  0.0988
H: -24.64359 -1.83557 -3.09253  0.3615
H: -26.02276 -1.35454 -4.14244  0.0224
H: -25.87735 0.90849 -3.23330  -0.7579
H: -24.46058 0.38208 -2.23468  0.7228
H: -25.97265 0.61478 -0.26004  0.4942
H: -27.03464 1.61172 -1.22510  -0.1125
H: -25.06619 2.65064 1.12065  0.3190
H: -26.44129 3.52151 0.32253  0.2202
H: -24.87748 4.12281 0.16379  0.2831
C: -30.37920 -3.06811 -7.05552  0.2457
O: -30.42321 -3.96983 -8.15215  -0.2999
C: -31.70033 -3.77172 -8.74889  0.1085
C: -31.79965 -4.70503 -9.90448  -1.1339
O: -30.62118 -4.53532 -10.62879  0.4551
C: -30.62192 -5.43950 -11.74403  -1.0256
H: -29.36624 -3.05712 -6.66742  -0.7409
H: -31.13411 -3.24782 -6.28837  0.6348
H: -30.54359 -2.05753 -7.44413  -0.2908
H: -31.92666 -2.77503 -9.13295  -0.2757
H: -32.40791 -4.10971 -7.98631  0.5785
H: -32.64817 -4.50044 -10.56262  0.3812
H: -31.92500 -5.74611 -9.58439  0.6133
H: -31.26502 -5.00894 -12.51148  0.2957
H: -30.95878 -6.44283 -11.46638  0.3684
H: -29.58793 -5.57591 -12.05938  0.2040
C: -27.42769 -0.62737 -11.24517  -0.0299
O: -27.19497 -1.86995 -10.62179  0.4455
C: -25.99733 -2.43735 -11.05090  -0.4354
C: -25.69474 -3.71103 -10.31702  -0.3866
O: -26.85419 -4.49356 -10.45994  -0.1505
C: -26.70627 -5.89862 -10.31102  -1.0018
H: -27.43360 -0.72768 -12.33511  0.5419
H: -26.70364 0.15623 -10.98072  0.0631
H: -28.37952 -0.20910 -10.93088  -0.8115
H: -25.12262 -1.79387 -10.88701  -0.2388
H: -26.05650 -2.69366 -12.11761  0.5908
H: -25.38918 -3.61212 -9.27524  -0.0616
H: -24.80878 -4.13244 -10.80960  0.8277
H: -26.53616 -6.20628 -9.27638  0.2597
H: -25.84852 -6.25079 -10.89848  0.4327
H: -27.55212 -6.42642 -10.75180  0.2484
O: -34.00113 0.03153 -11.76166  -0.5184
C: -33.87248 1.09045 -11.23758  0.3070
O: -34.57235 2.20347 -11.54519  -0.4359
C: -34.10679 3.33565 -10.76956  -0.4923
C: -33.36092 2.71638 -9.59098  -0.3795
C: -32.87882 1.37134 -10.12106  1.1910
H: -35.00995 3.86819 -10.46963  0.3250
H: -33.53040 3.99573 -11.41656  0.1334
H: -33.95110 2.65555 -8.67444  0.2074
H: -32.50690 3.33986 -9.31053  0.3091
H: -32.84550 0.51260 -9.45675  0.2250
H: -31.87634 1.48398 -10.53825  -0.8996
O: -28.62815 -6.78716 -4.97470  -0.5427
C: -28.87084 -5.75864 -4.42216  0.3254
O: -30.09102 -5.55368 -3.85075  -0.4346
C: -30.09836 -4.38995 -3.00269  -0.7778
C: -28.95134 -3.55343 -3.53277  1.0086
C: -27.95900 -4.55778 -4.13216  -0.0273
H: -29.93706 -4.70428 -1.96232  0.2309
H: -31.11275 -3.99223 -3.00958  0.3167
H: -28.47269 -2.98130 -2.74154  0.5547
H: -29.30922 -2.95289 -4.36593  -0.9627
H: -27.15922 -4.87598 -3.46264  0.5330
H: -27.51760 -4.14555 -5.03922  -0.2769
O: -26.40263 -7.53894 -6.47888  -0.5629
C: -25.36148 -7.08002 -6.14989  0.5272
O: -25.13949 -6.66657 -4.87805  -0.3416
C: -23.82008 -6.14348 -4.72969  -0.0323
C: -23.00888 -6.64458 -5.93133  -0.6669
C: -24.10114 -6.94201 -6.97817  0.1339
H: -23.31449 -6.52125 -3.83975  0.3376
H: -23.92288 -5.05834 -4.66406  -0.0374
H: -22.50568 -7.59700 -5.76815  0.2762
H: -22.33303 -5.90303 -6.32540  0.3280
H: -24.03375 -7.85335 -7.57202  0.4115
H: -24.14629 -6.14820 -7.72014  -0.3006
O: -31.75958 4.10710 -13.58780  -0.6098
C: -30.87652 3.84070 -12.83229  0.4803
O: -30.78252 4.38520 -11.59264  -0.3976
C: -29.42245 4.18858 -11.11464  -0.5083
C: -29.02149 2.87520 -11.78100  0.9780
C: -29.66208 2.98004 -13.14951  -0.5299
H: -29.38541 4.17045 -10.03038  0.3274
H: -28.88672 5.05347 -11.51060  0.2848
H: -29.24226 1.97858 -11.20120  -0.9583
H: -27.93070 2.78219 -11.83866  0.3639
H: -29.99404 2.05432 -13.60671  0.2828
H: -29.05918 3.58856 -13.82546  0.3591
O: -21.85179 -4.10494 -11.18064  -0.6641
C: -21.82253 -3.21833 -10.36346  0.4800
O: -22.60048 -3.25105 -9.25044  -0.2782
C: -22.37868 -2.02872 -8.47754  1.9191
C: -21.02215 -1.52139 -8.93964  -0.5226
C: -21.07311 -1.90276 -10.41808  -0.2747
H: -22.42111 -2.35745 -7.44688  -0.5625
H: -23.18264 -1.34798 -8.75707  -0.9059
H: -20.17211 -2.00597 -8.45846  0.3852
H: -21.01775 -0.45117 -8.72848  0.3247
H: -20.11748 -2.08500 -10.89767  0.4476
H: -21.70954 -1.21083 -10.97385  -0.1529
C: -32.50422 2.13691 -5.93133  -0.7347
C: -32.58163 0.83449 -5.15808  -0.0961
O: -31.72424 0.93248 -4.00826  -0.3341
C: -30.72196 0.10501 -3.88234  0.3114
O: -30.49697 -0.76909 -4.65120  -0.3873
C: -29.98749 0.20711 -2.53588  0.8692
F: -29.89824 -0.98816 -1.96118  -0.2283
F: -28.75398 0.69049 -2.69660  -0.2418
F: -30.66657 1.03308 -1.71868  -0.2791
H: -33.27156 2.13112 -6.70667  0.1447
H: -31.53464 2.24345 -6.42006  0.0797
H: -32.63796 2.99784 -5.27630  0.4035
H: -32.20264 0.04118 -5.80097  0.0480
H: -33.59296 0.61110 -4.82934  0.4184
C: -27.39112 3.26618 -5.24743  -0.9358
C: -26.84606 3.77895 -3.93892  -0.0119
O: -27.79530 3.55764 -2.88056  -0.0983
C: -28.56825 4.53839 -2.49588  0.3305
O: -28.56158 5.64790 -2.90636  -0.5470
C: -29.61769 4.07905 -1.45821  0.9721
F: -29.78649 5.08433 -0.58007  -0.2935
F: -30.78975 3.79624 -2.01985  -0.2541
F: -29.18136 3.02884 -0.76079  -0.2077
H: -27.34303 2.18312 -5.32916  0.0639
H: -26.82622 3.72793 -6.06523  0.5310
H: -28.37324 3.65769 -5.53307  0.5011
H: -26.53002 4.82007 -3.95009  0.5374
H: -25.96270 3.19431 -3.69271  -0.5288